No. 1
16
Properties=species:S:1:pos:R:3:forces:R:3 method="wB97M-V/def2-TZVPD" smiles="[O-]/C(=N/C(=S)S)[C@@H]1C=CN=C1" spin_multiplicity=1 total_charge=-1 e_above_lowest_kj_mol=103.3
O -2.2138 1.2280 0.2111 -3.3 1.9 1.0
C -1.1519 0.9211 -0.2002 2.8 -2.5 -0.7
N -0.8157 0.5236 -1.4021 -0.8 -0.4 -2.3
C 0.1449 0.4222 -2.2402 -1.4 -0.2 -0.1
S 1.3501 1.5154 -2.5730 0.8 0.2 -0.2
S -0.1117 -1.0918 -3.3259 -0.5 0.7 1.1
C -0.0262 0.4985 0.7195 -3.4 0.6 3.0
C 0.4706 -0.8263 0.6229 0.4 -2.7 -1.0
C 0.3874 -1.4038 1.8422 1.9 -0.8 -0.8
N -0.0894 -0.5144 2.7848 -0.9 0.3 1.7
C -0.4238 0.5587 2.1823 0.7 0.3 -0.3
H 1.0773 -0.8984 -3.7957 1.2 -0.1 -0.8
H 0.6693 1.2239 0.6138 2.9 2.4 -0.6
H 0.6836 -1.2432 -0.3727 0.3 -0.1 0.9
H 0.8694 -2.3353 2.2129 -0.9 0.5 -0.6
H -0.8201 1.4219 2.7203 0.0 -0.2 -0.3

=====

No. 2
37
Properties=species:S:1:pos:R:3:forces:R:3 method="wB97M-V/def2-TZVPD" spin_multiplicity=1 total_charge=+1 e_above_lowest_kj_mol=706.7
O -2.3566 -0.2509 1.9686 -10.9 -1.2 2.4
H -2.7138 0.6144 2.1814 -0.3 0.7 0.5
H -1.4191 -0.2216 1.7642 4.7 -0.1 -1.4
H -2.8436 -0.6143 1.2254 -0.6 -0.3 0.4
O 0.3738 0.1965 -0.3562 7.0 -0.6 -6.5
H -0.2020 -0.4647 -0.7473 2.4 1.0 0.6
H 0.2479 1.0805 -0.7089 0.0 0.1 -0.8
H 0.2619 0.1747 0.5970 0.3 0.3 0.7
C 0.3284 -0.6284 2.5128 0.4 -1.1 1.3
O -0.4113 -0.0288 1.4710 3.7 -2.0 5.5
H 0.0952 -0.2062 3.4903 -0.1 0.3 0.1
H 0.0727 -1.6850 2.5926 0.0 -0.2 -0.1
H 1.4140 -0.5899 2.4233 0.0 0.3 -0.6
O 2.0810 1.2323 -1.9054 0.1 1.1 -1.2
H 2.3236 0.6779 -1.1638 0.1 -0.3 -0.2
H 2.4048 0.7612 -2.6732 0.3 0.0 0.0
O -0.9373 2.1534 -0.6261 -1.0 1.2 -0.9
H -0.6864 2.7084 0.1123 -0.9 0.3 0.2
H -1.7565 1.7423 -0.3498 -0.2 0.2 0.0
O -0.9139 2.1270 2.2576 -1.0 2.5 0.7
H -0.0706 2.4640 2.5600 0.0 0.3 0.5
H -0.7404 1.2130 2.0326 0.9 -0.4 -0.4
O 1.4304 1.9750 0.3008 1.1 1.9 1.6
H 1.9085 1.8228 1.1159 0.5 0.1 0.3
H 0.7768 2.6370 0.5258 0.7 0.4 0.3
O 2.2811 -1.3316 -1.5682 1.4 0.0 0.0
H 1.3964 -1.4407 -1.9169 1.0 0.0 0.4
H 2.8499 -1.7258 -2.2295 0.4 -0.3 0.0
O 0.0493 -1.1340 -2.6297 -1.4 0.8 -1.8
H 0.3408 -0.6857 -3.4236 0.3 0.4 -0.4
H -0.8464 -1.4097 -2.8249 -0.1 -0.3 -1.4
O 0.4929 -3.0705 -1.1444 -0.7 -0.9 0.6
H -0.1777 -3.2686 -0.4907 -0.1 -0.4 0.3
H 0.1171 -2.3616 -1.6665 0.3 -0.9 0.3
O -1.4099 -0.6590 -0.7349 -7.3 -2.6 -0.9
H -1.4481 -1.1519 -1.5546 -0.9 0.1 0.3
H -2.3128 -0.6516 -0.4171 -0.4 -0.2 -0.3

=====

No. 3
19
Properties=species:S:1:pos:R:3:forces:R:3 method="wB97M-V/def2-TZVPD" spin_multiplicity=1 total_charge=+2 e_above_lowest_kj_mol=2.7
Ba -0.4445 1.8657 -0.1708 0.2 -0.8 0.6
C -3.2898 2.4054 2.1056 -0.5 0.2 -1.1
O -1.8476 2.3607 2.2155 0.1 -0.2 -0.1
H -3.6413 3.4374 2.1152 0.0 -0.1 0.5
H -3.5770 2.0392 1.1085 0.2 -0.1 0.1
H -3.8040 1.7690 2.8193 0.2 0.1 0.3
H -1.6494 2.5647 3.1424 0.3 -0.1 -0.2
C -0.4467 -2.5011 -1.6557 -0.4 -1.2 0.2
O 0.9616 -2.2799 -1.7977 -0.6 0.3 0.0
C 1.4907 -1.2916 -1.1479 0.7 -0.3 -0.3
O 0.8877 -0.4707 -0.4418 -0.9 1.2 0.1
O 2.7678 -1.2818 -1.3528 0.3 -0.2 0.0
C 3.5967 -0.3643 -0.6282 -0.1 0.6 -0.2
H -0.6843 -3.3016 -2.3523 0.1 0.2 -0.2
H -1.0802 -1.6416 -1.8565 0.3 0.2 -0.1
H -0.6547 -2.9186 -0.6687 0.1 0.3 0.1
H 3.5558 0.6147 -1.1122 0.0 0.0 0.0
H 4.6086 -0.7356 -0.7188 0.0 -0.2 0.2
H 3.2505 -0.2701 0.3970 0.2 -0.2 0.1

=====

No. 4
71
Properties=species:S:1:pos:R:3:forces:R:3 method="wB97M-V/def2-TZVPD" spin_multiplicity=1 total_charge=+1 e_above_lowest_kj_mol=362.0
N -0.0880 2.4650 -3.8045 1.3 -1.0 1.1
C 0.7630 2.0081 -2.8282 -1.1 -0.1 3.0
N 0.1436 1.5103 -1.5053 3.3 1.8 -2.9
C 1.3757 1.6335 -0.5842 0.9 0.0 -1.2
C 2.4716 0.9374 -1.5947 -0.7 -0.8 1.1
C 2.2040 -0.5750 -2.1688 -1.6 -0.6 1.2
O 3.4842 -1.2848 -2.3375 -1.8 0.4 1.8
N 4.3439 -0.5513 -3.1133 -0.9 -0.4 -5.0
O 3.9951 -0.6402 -4.2871 1.5 0.8 3.6
N 2.2793 1.8564 -2.7957 -2.3 0.5 0.9
H 0.1620 3.1620 -4.5584 0.0 -1.6 1.1
H -1.0674 2.0499 -3.8025 1.5 1.3 0.3
H -0.7097 2.0275 -1.1906 0.5 -0.5 -0.9
H 1.2702 1.2555 0.5183 0.0 0.5 -2.4
H 1.6800 2.7733 -0.6501 -0.4 -2.2 1.0
H 3.5159 0.8949 -1.0658 -1.8 0.7 -1.5
H 1.6046 -0.6298 -3.1724 1.2 0.5 1.8
H 1.5651 -1.1858 -1.3672 1.7 1.2 -1.8
H 2.8297 2.7102 -2.5300 -1.1 -0.4 -1.0
C -6.1942 0.6929 -3.7617 -0.2 0.0 0.4
C -5.3149 1.8327 -3.2878 -1.4 -0.5 -1.0
C -4.2204 2.1835 -4.2489 -0.5 0.2 -1.1
O -3.2277 2.7294 -3.3986 0.8 -0.2 1.2
C -3.4102 2.1540 -2.1714 0.0 -0.4 1.4
O -2.6236 2.2394 -1.2466 -1.0 -0.1 -1.6
O -4.5936 1.4678 -2.1222 2.0 0.9 0.5
H -7.0622 0.5896 -3.1017 0.2 0.1 -0.3
H -6.5565 0.8645 -4.7796 0.1 0.1 0.1
H -5.6607 -0.2635 -3.7274 0.0 0.3 -0.1
H -5.9294 2.7086 -3.0463 0.2 0.0 0.0
H -4.5417 2.9216 -4.9895 0.2 0.0 0.2
H -3.7964 1.3167 -4.7680 -0.2 -0.1 0.1
C 3.5207 0.3855 3.5905 0.1 0.2 -0.5
C 3.5233 1.8772 3.8576 0.1 -1.5 0.4
C 2.1871 2.4133 4.2723 -0.4 -0.2 0.8
O 2.2504 3.7621 3.8443 0.6 0.4 -1.0
C 3.1179 3.7924 2.7874 0.3 1.8 -1.2
O 3.2698 4.7472 2.0480 -0.4 -2.0 1.4
O 3.7904 2.6060 2.6703 -0.5 1.3 -0.3
H 4.5463 0.0280 3.4494 -0.4 0.1 0.0
H 3.0762 -0.1685 4.4226 0.1 0.3 -0.3
H 2.9775 0.1460 2.6695 -0.1 0.2 0.1
H 4.2989 2.1282 4.5915 -0.2 0.0 0.0
H 2.0380 2.3591 5.3546 0.0 0.2 -0.2
H 1.3432 1.9275 3.7699 0.1 -0.1 0.0
C -8.9530 -4.4465 -0.6891 0.3 -0.5 0.1
C -8.0443 -3.2611 -0.9459 -1.0 -0.7 0.8
C -8.7079 -2.1514 -1.7029 -0.8 0.4 0.3
O -7.6160 -1.5287 -2.3560 0.9 -0.6 -0.3
C -6.6612 -2.4941 -2.5195 1.6 -0.2 -1.0
O -5.6677 -2.3703 -3.2117 -1.9 -0.3 1.4
O -6.9724 -3.6184 -1.8034 0.7 1.1 -0.9
H -8.4685 -5.1484 -0.0019 -0.1 0.1 -0.1
H -9.9026 -4.1331 -0.2454 0.2 0.0 0.0
H -9.1544 -5.0022 -1.6117 0.0 0.3 0.1
H -7.6180 -2.9005 -0.0018 0.0 0.1 -0.1
H -9.2145 -1.4442 -1.0398 0.2 0.0 -0.2
H -9.4160 -2.4997 -2.4630 0.1 -0.1 0.1
C 8.4170 -3.2980 3.8194 -0.2 -0.4 -0.3
C 7.5801 -2.0486 4.0077 1.2 -0.7 -0.4
C 7.9673 -1.2449 5.2115 0.9 0.4 0.1
O 6.7582 -0.5856 5.5430 -1.2 -0.3 -0.3
C 5.7449 -1.3836 5.0882 -1.8 0.0 0.7
O 4.5698 -1.2303 5.3656 2.8 -0.8 0.0
O 6.2281 -2.3786 4.2819 -0.9 0.9 0.7
H 8.1974 -3.7534 2.8478 0.1 0.1 0.1
H 9.4867 -3.0717 3.8576 -0.2 0.1 0.0
H 8.1829 -4.0532 4.5779 0.1 0.3 0.0
H 7.6024 -1.4382 3.0967 0.0 0.0 0.1
H 8.7536 -0.5181 4.9876 -0.2 0.0 0.1
H 8.2772 -1.8555 6.0668 0.0 -0.1 -0.2

=====

No. 5
132
Properties=species:S:1:pos:R:3:forces:R:3 method="wB97M-V/def2-TZVPD" spin_multiplicity=1 total_charge=-2 e_above_lowest_kj_mol=58.1
Ba -0.3717 -1.2285 -0.2576 -0.2 -1.2 0.4
S -4.9149 -2.2749 2.4490 0.0 0.0 0.1
C -3.8486 -1.5142 3.5633 0.0 -0.1 -0.1
C -2.6322 -1.2619 3.0018 0.0 0.0 0.1
C -2.4861 -1.6572 1.6288 -0.1 0.2 -0.1
C -3.6643 -2.2170 1.2072 0.4 0.1 -0.1
C -3.9229 -2.6936 -0.1493 -0.1 -0.1 -0.1
C -5.1826 -3.1697 -0.5482 0.0 0.0 0.0
C -5.3907 -3.5682 -1.8534 0.0 0.0 0.1
C -4.3445 -3.4912 -2.7617 0.0 0.0 0.0
C -3.1280 -3.0223 -2.2927 0.0 0.0 0.0
N -2.9067 -2.6453 -1.0379 -0.1 0.1 0.2
H -4.1767 -1.2984 4.5710 0.0 0.0 0.0
H -1.8323 -0.7862 3.5602 0.0 0.0 0.0
H -5.9892 -3.2140 0.1722 0.0 0.0 0.0
H -6.3649 -3.9322 -2.1586 0.0 0.0 0.0
H -4.4521 -3.7801 -3.7979 0.0 0.0 0.0
H -2.2788 -2.9467 -2.9654 0.0 0.0 0.0
C -5.1200 7.2788 -2.7199 0.0 0.0 0.0
C -4.4185 6.0488 -2.2107 0.0 0.0 0.0
C -3.0974 6.1124 -1.7864 0.0 0.0 0.1
C -2.4660 4.9896 -1.2700 0.0 -0.1 0.0
C -3.1687 3.8004 -1.1635 0.1 0.1 0.0
C -4.4730 3.7013 -1.6230 0.0 0.0 0.1
C -5.0907 4.8277 -2.1390 0.0 0.0 0.0
S -2.3223 2.3870 -0.4609 0.2 -0.1 0.1
O -2.7846 1.1768 -1.1831 0.0 -0.1 0.0
C -3.2307 2.3387 1.1059 -0.1 0.2 0.0
C -4.2572 1.3761 1.1912 0.0 0.0 0.0
C -4.9946 1.2785 2.3298 0.0 0.0 0.0
C -4.6853 2.0708 3.4602 0.1 0.1 0.0
C -5.3858 1.9157 4.6796 0.0 0.0 0.1
C -5.0483 2.6531 5.7791 -0.1 -0.1 0.0
C -3.9890 3.5797 5.7096 0.1 0.1 0.0
C -3.2973 3.7571 4.5439 0.0 0.0 0.1
C -3.6283 3.0119 3.3863 -0.1 -0.2 -0.1
C -2.9212 3.1679 2.1532 0.0 -0.2 0.0
C -1.9656 4.3060 2.0360 -0.1 0.2 -0.1
C -2.5311 5.6264 1.9486 0.2 0.0 -0.1
C -3.9262 5.8353 1.8555 -0.1 0.0 0.0
C -4.4391 7.0956 1.7144 -0.1 -0.1 0.0
C -3.5851 8.2116 1.6662 0.1 0.1 0.0
C -2.2302 8.0408 1.7514 -0.1 0.0 0.0
C -1.6715 6.7500 1.8856 -0.1 -0.1 0.0
C -0.2655 6.5540 1.9356 0.0 0.0 0.0
C 0.2482 5.3001 2.0074 0.1 0.0 0.0
C -0.6052 4.1687 2.0327 0.2 0.1 -0.1
S 0.1262 2.5308 2.2388 -0.3 -0.2 0.1
O 0.7104 2.5332 3.6046 0.1 0.1 0.1
C 1.4610 2.6399 1.0618 0.1 0.0 0.0
C 1.3704 3.2889 -0.1612 0.1 0.0 0.0
C 2.3415 3.0674 -1.1253 0.0 0.0 0.1
C 3.3778 2.1666 -0.9025 0.0 0.0 0.1
C 4.3127 1.7729 -2.0092 0.0 0.0 0.0
C 3.4665 1.5489 0.3437 0.0 0.0 -0.1
C 2.5216 1.7805 1.3270 0.0 -0.1 0.0
H -4.4145 7.9840 -3.1603 0.0 0.0 0.0
H -5.6363 7.7956 -1.9062 0.0 0.0 0.0
H -5.8658 7.0272 -3.4750 0.0 0.0 0.0
H -2.5545 7.0486 -1.8536 0.0 0.0 0.0
H -1.4302 5.0313 -0.9534 0.0 0.0 0.0
H -4.9754 2.7420 -1.5769 0.0 0.0 0.0
H -6.1121 4.7629 -2.4982 0.0 0.0 0.0
H -4.4186 0.7231 0.3438 0.0 0.0 0.0
H -5.7891 0.5474 2.4014 0.0 0.0 0.0
H -6.1827 1.1822 4.7237 0.0 0.0 0.0
H -5.5817 2.5169 6.7119 0.0 0.0 0.0
H -3.7088 4.1426 6.5912 0.0 0.0 0.0
H -2.4694 4.4538 4.5061 0.0 0.0 0.0
H -4.5887 4.9796 1.8715 0.0 0.0 0.0
H -5.5101 7.2334 1.6292 0.0 0.0 0.0
H -4.0044 9.2045 1.5559 0.0 0.0 0.0
H -1.5612 8.8929 1.7083 0.0 0.0 0.0
H 0.3861 7.4200 1.9104 0.0 0.0 0.0
H 1.3166 5.1295 2.0454 0.0 0.0 0.0
H 0.5207 3.9190 -0.3897 0.0 0.0 0.0
H 2.2437 3.5355 -2.0980 0.0 0.0 0.0
H 4.3821 2.5474 -2.7742 0.0 0.0 0.0
H 3.9346 0.8623 -2.4818 0.0 0.0 0.0
H 5.3138 1.5602 -1.6309 0.0 0.0 0.0
H 4.2466 0.8199 0.5273 0.0 0.0 0.0
H 2.5625 1.2383 2.2628 0.0 0.0 0.0
O 1.5128 0.8745 -3.3443 0.0 0.0 -0.1
Cl 0.1897 0.8659 -2.8153 -0.1 0.0 0.7
O -0.5404 2.0102 -3.2598 -0.2 0.2 -0.2
O 0.2381 0.9023 -1.3407 0.6 1.0 -0.5
O -0.4970 -0.3634 -3.1267 -0.1 -0.2 -0.4
F 1.7054 -2.9218 1.8646 0.0 0.0 -0.1
C 2.1327 -1.7436 2.4645 -0.3 0.3 0.0
F 0.9119 -0.8198 1.9176 0.3 -0.1 0.2
F 3.0873 -1.3091 1.5700 0.0 -0.1 0.0
C 3.5632 -7.8959 -0.9943 -0.1 0.0 0.0
Si 2.6933 -6.2607 -0.5643 0.1 0.1 0.0
C 2.4343 -6.2954 1.3044 0.0 -0.1 -0.1
C 1.0061 -6.2834 -1.4037 0.1 -0.1 0.1
Si 3.9315 -4.4079 -1.3115 0.0 -0.2 -0.1
Te 2.5302 -2.5185 -2.0234 -0.1 0.0 -0.1
Si 4.8457 -5.0920 -3.3749 0.0 0.0 0.1
C 5.6140 -3.6313 -4.2946 0.0 -0.1 0.0
C 3.4335 -5.7464 -4.4499 0.1 0.0 0.0
C 6.1792 -6.4514 -3.3929 0.0 0.0 -0.1
Si 5.6987 -3.9628 0.1695 0.0 0.1 -0.1
C 6.4406 -2.2930 -0.3020 0.0 -0.1 0.0
C 7.0543 -5.2855 0.0143 0.0 0.1 0.0
C 5.3041 -3.9500 2.0111 0.1 0.0 -0.1
H 3.0235 -8.7307 -0.5340 0.0 0.0 0.0
H 4.5904 -7.9091 -0.6195 0.0 0.0 0.0
H 3.5969 -8.0654 -2.0735 0.0 0.0 0.0
H 1.7503 -7.1147 1.5519 0.0 0.0 0.1
H 2.0168 -5.3598 1.6797 0.0 0.0 0.0
H 3.3786 -6.4751 1.8245 0.0 0.0 0.0
H 0.4227 -7.1461 -1.0651 0.0 0.0 0.0
H 1.1086 -6.3278 -2.4901 0.0 0.0 0.0
H 0.4549 -5.3711 -1.1682 0.0 0.0 0.0
H 4.8734 -2.8398 -4.4188 0.0 0.0 0.0
H 5.9641 -3.9657 -5.2775 0.0 0.1 0.0
H 6.4648 -3.2177 -3.7467 0.0 0.0 0.0
H 2.6130 -5.0256 -4.4468 0.0 0.0 0.0
H 3.0575 -6.7059 -4.0851 0.0 0.0 0.0
H 3.7847 -5.8847 -5.4784 -0.1 0.0 0.0
H 7.1468 -6.0778 -3.0516 0.0 0.0 0.0
H 6.3000 -6.7786 -4.4322 0.0 0.0 0.0
H 5.9182 -7.3234 -2.7899 0.0 0.0 0.0
H 6.8753 -2.3258 -1.3046 0.0 0.0 0.0
H 7.2166 -1.9947 0.4100 0.0 0.0 0.0
H 5.6490 -1.5396 -0.3068 0.0 0.0 0.0
H 7.3677 -5.4663 -1.0140 0.0 0.0 0.0
H 6.7133 -6.2357 0.4353 0.0 0.0 0.0
H 7.9301 -4.9623 0.5884 0.0 0.0 0.0
H 4.5174 -3.2531 2.2912 0.0 0.0 0.0
H 6.2244 -3.6656 2.5355 -0.1 0.0 0.1
H 5.0178 -4.9473 2.3536 0.0 0.0 0.0